Entry 1:
{"formula": "C20H21IrN3OS3Te", "method": "wB97M-V/def2-TZVPD", "symbols": ["C", "O", "Ir", "C", "H", "C", "Te", "S", "C", "H", "H", "H", "C", "H", "H", "C", "N", "H", "H", "H", "C", "C", "H", "H", "C", "H", "H", "C", "H", "C", "H", "S", "H", "C", "C", "H", "N", "C", "H", "C", "S", "H", "C", "C", "C", "C", "N", "C", "H", "H"], "xyz": [[-2.772, 2.736, 1.567], [3.262, -2.741, 2.798], [-0.218, 0.282, -0.809], [0.629, 1.196, -4.011], [2.560, -3.592, 1.350], [3.636, -1.102, 5.012], [-0.661, 2.033, -2.585], [1.313, 1.236, 0.668], [2.497, 0.010, -5.109], [-3.118, 1.418, -0.127], [1.908, -2.531, -2.670], [4.643, -0.427, 6.774], [-2.416, 1.854, 0.569], [1.632, -5.299, -0.124], [1.679, 0.366, -7.064], [1.587, 0.490, -5.995], [-1.128, 1.509, 0.434], [3.079, 1.451, 7.157], [0.740, -0.905, 2.335], [3.405, -0.535, -5.312], [-0.461, 2.869, 2.254], [1.055, -2.381, 1.028], [0.863, 0.365, 3.689], [2.768, -4.832, -2.200], [-0.161, 1.982, 1.236], [-0.325, 1.614, -5.901], [3.669, -2.553, -2.743], [2.940, 0.794, 6.309], [4.308, -1.929, 4.831], [2.825, -4.057, -1.433], [0.709, -4.052, -0.962], [2.061, 0.402, -3.496], [-2.058, 3.946, 3.185], [-1.787, 3.246, 2.406], [1.658, -4.270, -0.478], [0.324, 3.253, 2.890], [1.346, -1.692, 2.169], [1.698, 0.165, 4.351], [3.763, -4.223, -0.897], [1.881, 1.004, 5.436], [-0.362, -1.905, 0.141], [1.194, 1.822, 5.608], [3.818, -0.260, 6.095], [0.504, 1.173, -5.364], [2.458, -1.854, 3.002], [2.576, -0.896, 4.132], [1.784, -3.414, 0.707], [2.813, -2.679, -2.079], [2.864, -1.883, -1.332], [-3.807, 3.025, 1.676]], "lowdin_charge": [-0.033, 0.100, 0.440, -1.025, 0.132, -0.001, 0.937, 0.649, -0.395, 0.122, 0.062, 0.115, -0.110, 0.131, 0.111, -0.176, -0.286, 0.114, 0.067, 0.073, -0.049, -0.693, 0.085, 0.118, -0.713, 0.105, 0.078, -0.054, 0.124, -0.224, 0.086, 0.895, 0.123, -0.030, -0.175, 0.121, 0.096, -0.034, 0.116, -0.064, 0.601, 0.108, -0.048, -0.233, -0.347, -0.132, 0.069, -0.131, 0.057, 0.119], "charge": 1, "spin_multiplicity": 1, "homo_ev": [-10.41, -10.41]}

=====

Entry 2:
{"formula": "C20H21N2O", "method": "wB97M-V/def2-TZVPD", "symbols": ["H", "N", "H", "H", "C", "H", "C", "H", "H", "H", "C", "H", "H", "C", "H", "C", "C", "C", "H", "C", "C", "C", "N", "C", "C", "H", "H", "O", "C", "C", "C", "H", "H", "H", "H", "H", "C", "H", "C", "C", "C", "C", "H", "H"], "xyz": [[2.221, 1.182, 6.150], [-2.037, 2.064, 2.818], [-1.388, 2.788, 2.576], [-7.366, 4.825, 6.781], [0.145, -1.547, 6.230], [-8.194, 2.130, 2.992], [-7.754, 3.287, 5.328], [-3.218, -0.057, 4.502], [0.399, -2.612, 6.296], [-6.025, 2.723, 3.018], [-5.651, 1.714, 3.227], [-8.373, 0.927, 8.356], [-1.661, 1.173, 3.121], [-3.364, 2.396, 2.835], [-1.890, -2.096, 6.201], [-1.825, 0.013, 6.065], [-1.207, -1.240, 6.148], [-8.018, 1.359, 3.749], [-8.616, 0.064, 6.018], [-8.340, 1.105, 6.214], [1.235, -0.681, 6.207], [-6.360, -0.486, 3.727], [-6.644, 0.826, 3.515], [-5.078, -0.943, 3.740], [-7.630, 3.778, 6.628], [-8.720, 0.529, 3.630], [-7.731, 3.313, 8.737], [-3.748, 3.532, 2.540], [-8.200, 1.595, 7.511], [-7.836, 2.930, 7.721], [1.233, 0.709, 6.193], [-1.890, 2.127, 6.100], [0.396, 2.642, 6.231], [2.223, -1.154, 6.169], [-7.241, -1.106, 3.922], [-4.909, -2.002, 3.911], [-3.910, -0.043, 3.564], [-2.911, 0.016, 6.219], [-4.339, 1.347, 3.216], [-8.085, 1.944, 5.127], [0.144, 1.575, 6.187], [-1.208, 1.268, 6.093], [-7.573, 3.922, 4.456], [-3.302, -0.435, 2.732]], "lowdin_charge": [0.134, 0.166, 0.107, 0.108, -0.001, 0.131, -0.040, 0.073, 0.135, 0.144, 0.016, 0.106, 0.083, -0.506, 0.137, -0.036, 0.005, -0.084, 0.114, -0.042, -0.004, -0.077, -0.090, -0.066, -0.073, 0.128, 0.105, 0.029, -0.078, -0.084, -0.004, 0.139, 0.136, 0.133, 0.131, 0.098, -0.176, 0.127, -0.126, -0.226, -0.001, -0.005, 0.116, 0.119], "de_lowest_kj_mol": 246.0, "charge": 1, "spin_multiplicity": 1, "homo_ev": -9.85}

=====

Entry 3:
{"formula": "C20H21N2O7PRhS4", "method": "wB97M-V/def2-TZVPD", "symbols": ["H", "S", "C", "O", "O", "C", "H", "H", "O", "C", "H", "H", "C", "C", "H", "C", "C", "H", "H", "C", "C", "H", "H", "C", "O", "H", "S", "S", "C", "H", "C", "H", "O", "C", "O", "C", "P", "S", "O", "H", "H", "N", "H", "H", "H", "H", "C", "C", "C", "C", "Rh", "C", "H", "C", "H", "N"], "xyz": [[6.013, 0.738, 1.202], [0.613, -0.701, 3.203], [5.058, 0.543, 1.694], [-1.598, -2.449, -0.983], [2.081, 1.387, 1.583], [3.936, 0.106, -0.526], [0.981, -1.042, -3.099], [-0.411, 2.209, 2.688], [-2.504, -4.449, -0.513], [-2.783, -0.736, 2.352], [5.251, 0.121, 2.679], [-3.838, -0.745, 4.207], [0.422, -0.567, -3.890], [0.162, 0.129, -6.193], [-1.667, 1.120, -6.721], [-1.580, 0.573, -4.637], [-3.541, -1.319, 3.343], [-0.017, 2.382, 0.075], [3.432, 1.072, -0.497], [-1.090, 0.659, -5.932], [-2.663, 0.490, -2.441], [0.564, 0.181, -7.197], [4.756, -1.371, 0.773], [-3.511, -3.375, 2.048], [-1.542, 0.962, 1.220], [0.495, 4.055, 0.310], [0.813, -0.729, -0.181], [-3.118, 1.105, -4.010], [4.221, -0.421, 0.867], [1.583, 2.908, -0.493], [1.434, 2.672, 1.645], [-4.826, -4.150, 3.935], [-4.646, -3.227, 4.163], [0.838, 3.018, 0.296], [3.057, -0.796, 1.611], [-3.898, -2.659, 3.180], [1.594, -0.140, 1.636], [-3.590, 0.455, -0.982], [-2.546, 1.484, 3.151], [0.967, 2.544, 3.745], [4.897, 0.233, -1.030], [-1.466, -0.031, -2.393], [-3.779, -4.410, 1.880], [4.528, 1.485, 1.817], [3.324, -0.587, -1.107], [2.292, 3.328, 1.838], [0.907, -0.479, -5.181], [-0.832, -0.029, -3.616], [-2.266, -3.287, -0.256], [0.479, 2.813, 2.808], [-1.558, -0.555, -0.169], [-2.278, 0.707, 2.263], [0.162, 3.857, 2.859], [-2.758, -2.726, 1.092], [1.878, -0.896, -5.414], [-2.429, -1.458, 1.299]], "lowdin_charge": [0.077, 0.304, -0.049, -0.169, -0.321, -0.092, 0.083, 0.027, 0.057, -0.171, 0.081, 0.136, -0.010, -0.108, 0.101, -0.473, 0.092, 0.054, 0.066, -0.105, -1.069, 0.094, 0.138, 0.076, -0.250, 0.083, 0.387, 1.021, -0.456, 0.075, -0.438, 0.112, 0.066, -0.047, -0.330, -0.271, -0.088, 0.628, 0.067, 0.080, 0.080, -0.085, 0.130, 0.071, 0.037, 0.134, -0.090, -0.297, -0.569, -0.060, 0.802, -0.629, 0.087, -0.129, 0.098, -0.031], "de_lowest_kj_mol": 13.6, "charge": -1, "spin_multiplicity": 1, "homo_ev": -5.21}

=====

Entry 4:
{"formula": "C20H21N3O3", "method": "wB97M-V/def2-TZVPD", "symbols": ["N", "C", "O", "H", "C", "C", "C", "H", "C", "C", "H", "H", "C", "N", "C", "C", "C", "H", "C", "C", "O", "H", "O", "H", "H", "C", "H", "C", "H", "C", "H", "H", "C", "H", "H", "H", "H", "C", "C", "H", "H", "C", "H", "H", "C", "N", "H"], "xyz": [[-2.480, 1.867, 0.754], [-5.808, -2.011, -0.285], [-0.233, 0.853, 0.745], [5.816, -0.695, 1.764], [-2.888, 0.590, 1.609], [2.735, -1.201, -0.677], [-3.519, -0.939, -0.287], [-0.710, -0.899, -2.055], [-3.983, -0.229, 0.839], [-1.815, -1.285, -1.807], [3.576, -3.347, -0.886], [-2.414, -1.153, -2.711], [0.697, 2.620, -0.938], [2.986, 2.264, 0.348], [-0.829, 2.740, -0.776], [-1.235, 1.790, 0.235], [4.186, 0.211, 0.636], [6.142, -3.637, -0.260], [1.210, 1.343, -1.073], [3.969, 1.379, 0.992], [-2.166, -0.558, -0.749], [-7.190, -1.464, 1.286], [0.923, 0.679, -1.991], [2.088, -1.269, -1.485], [-4.339, -2.195, -1.868], [4.726, -2.033, 0.606], [1.144, 3.271, -0.299], [3.726, -2.179, -0.413], [5.160, -4.003, 1.236], [-6.200, -1.406, 0.998], [-1.970, -0.022, 2.084], [-5.605, 0.129, 2.613], [-4.469, -1.918, -1.037], [-3.125, 2.207, 0.203], [-6.505, -2.718, -0.806], [-1.360, 2.186, -1.589], [0.886, 3.378, -1.623], [3.005, -0.051, -0.355], [-5.216, -0.426, 1.335], [4.483, 2.112, 1.773], [-1.319, 3.608, -0.756], [4.975, -0.667, 0.753], [-3.494, 1.226, 2.598], [-1.666, -2.436, -1.777], [5.708, -3.118, 0.717], [2.347, 1.199, -0.279], [6.449, -3.048, 1.444]], "lowdin_charge": [0.106, -0.028, -0.098, 0.209, -0.046, -0.051, -0.068, 0.122, -0.244, -0.192, 0.178, 0.085, -0.118, 0.182, -0.056, -0.299, -0.293, 0.128, -0.514, -0.075, -0.122, 0.061, 0.142, 0.105, -0.048, -0.271, 0.083, 0.014, 0.106, -0.075, 0.162, 0.205, 0.096, 0.066, 0.094, 0.160, 0.126, -0.096, -0.107, 0.155, 0.089, -0.068, 0.168, 0.123, -0.099, -0.028, 0.032], "de_lowest_kj_mol": 1919.6, "spin_multiplicity": 1, "homo_ev": -7.93}

=====

Molar mass across the listed records, respectively: 735.4, 305.4, 663.5, 351.4 u.